Density functional theory data (ωB97M-V/def2-TZVPD) for 6 unconnected molecules or ions with the total composition C20H57N5O6 in a non-equilibrium geometry.

Output
HOMO in eV: -8.5
Multiplicity: 1
E_LUMO in eV: 0.17
Relative energy (zero: lowest compared OMol25 entry of this formula, charge and spin) in kJ/mol: 1464.1
Charge: 0

Bonds (Å) are listed after each position.
CARTESIAN COORDINATES (ANGSTROEM)
1 H -16.906 -7.355 59.140  C37 1.056
2 H -12.245 -8.140 56.292  C76 1.046
3 H -19.603 -8.266 59.784  C59 1.163
4 H -18.091 -3.558 54.346  C49 1.115
5 C -18.780 -10.122 52.800  N8 1.445, C63 1.547, C80 1.586, H87 1.089
6 H -22.141 -9.636 54.773  C52 1.031
7 H -18.361 -10.901 50.769  C63 1.155
8 N -17.657 -10.780 53.429  C5 1.445, H30 1.014, H85 0.956
9 O -20.874 -9.089 53.241  C52 1.502, C80 1.404
10 C -16.545 -7.162 51.369  H19 1.007, H21 0.959, C28 1.575, H55 1.105
11 H -16.316 -11.880 56.996  N39 1.188
12 H -18.066 -4.986 55.261  C49 1.126
13 H -14.558 -8.516 53.672  N53 1.162
14 O -16.552 -9.334 55.535  H69 1.000
15 O -16.903 -5.091 53.466  C49 1.367, C66 1.436
16 H -13.896 -6.492 59.117  C68 1.178
17 H -18.295 -8.381 61.045  C59 1.095
18 C -11.632 -6.487 54.419  H46 1.042, H71 1.041, O74 1.417, H82 0.932
19 H -16.733 -6.184 51.223  C10 1.007
20 H -18.536 -9.684 58.325  N78 1.056
21 H -16.169 -7.468 50.541  C10 0.959
22 H -22.740 -8.180 53.792  C52 1.123
23 H -19.259 -5.363 62.342  C35 1.158
24 H -19.264 -7.019 62.767  C35 1.082
25 C -14.060 -7.425 57.061  N43 1.446, H48 1.042, C68 1.537, C76 1.495
26 H -13.033 -13.387 55.991  C54 0.859
27 H -12.035 -9.978 53.460  C65 1.132
28 C -15.708 -7.186 52.702  C10 1.575, H29 1.180, N53 1.467, C66 1.652
29 H -14.810 -6.541 52.290  C28 1.180
30 H -17.323 -10.211 54.199  N8 1.014
31 O -12.378 -11.799 54.465  C65 1.448, C88 1.380
32 H -16.257 -12.438 55.483  N39 0.977
33 H -18.984 -5.165 53.766  C49 1.202
34 H -20.462 -6.402 61.707  C35 1.029
35 C -19.450 -6.412 61.891  H23 1.158, H24 1.082, H34 1.029, O36 1.355
36 O -18.689 -6.459 60.771  C35 1.355, C59 1.442
37 C -17.818 -7.829 58.898  H1 1.056, C58 1.477, C59 1.531, N78 1.495
38 H -17.423 -9.063 57.246  N78 1.140
39 N -15.736 -11.767 55.965  H11 1.188, H32 0.977, C47 1.534, H67 0.861
40 H -14.390 -14.120 55.585  C54 1.180
41 H -17.403 -7.008 54.151  C66 1.111
42 H -10.557 -11.162 53.777  C65 1.054
43 N -14.597 -8.707 57.459  C25 1.446, H61 1.062, H77 0.868
44 H -13.693 -13.753 57.269  C54 1.065
45 H -19.354 -11.986 51.905  C63 1.187
46 H -12.101 -6.905 53.588  C18 1.042
47 C -14.213 -11.922 55.872  N39 1.534, C54 1.539, H75 1.096, C88 1.526
48 H -14.674 -6.726 56.592  C25 1.042
49 C -17.980 -4.656 54.188  H4 1.115, H12 1.126, O15 1.367, H33 1.202
50 H -14.018 -10.489 54.251  C88 1.107
51 H -20.130 -10.974 54.160  C80 1.184
52 C -21.911 -8.761 54.278  H6 1.031, O9 1.502, H22 1.123, H60 0.919
53 N -15.463 -8.611 52.949  H13 1.162, C28 1.467, H84 1.160
54 C -13.837 -13.354 56.292  H26 0.859, H40 1.180, H44 1.065, C47 1.539
55 H -17.529 -7.598 51.619  C10 1.105
56 H -12.577 -7.568 58.641  C68 1.050
57 H -19.363 -9.622 55.026  C80 1.264
58 C -18.439 -7.074 57.791  C37 1.477, H70 1.139, H72 1.161, H79 1.046
59 C -18.630 -7.779 60.195  H3 1.163, H17 1.095, O36 1.442, C37 1.531
60 H -21.697 -8.079 54.856  C52 0.919
61 H -15.307 -9.012 56.730  N43 1.062
62 H -11.961 -11.372 52.469  C65 1.208
63 C -19.234 -10.869 51.524  C5 1.547, H7 1.155, H45 1.187, H73 1.110
64 H -13.441 -8.258 55.147  C76 1.105
65 C -11.575 -11.008 53.555  H27 1.132, O31 1.448, H42 1.054, H62 1.208
66 C -16.507 -6.397 53.914  O15 1.436, C28 1.652, H41 1.111, H83 1.127
67 H -15.941 -10.974 55.700  N39 0.861
68 C -13.226 -6.857 58.220  H16 1.178, C25 1.537, H56 1.050, H81 1.255
69 H -17.072 -8.560 55.172  O14 1.000
70 H -17.827 -7.258 56.848  C58 1.139
71 H -10.758 -6.987 54.684  C18 1.041
72 H -18.507 -5.958 58.104  C58 1.161
73 H -20.155 -10.531 51.005  C63 1.110
74 O -12.651 -6.351 55.394  C18 1.417, C76 1.431
75 H -13.863 -11.315 56.714  C47 1.096
76 C -13.073 -7.599 55.953  H2 1.046, C25 1.495, H64 1.105, O74 1.431
77 H -14.953 -8.874 58.233  N43 0.868
78 N -17.595 -9.208 58.364  H20 1.056, C37 1.495, H38 1.140
79 H -19.325 -7.601 57.614  C58 1.046
80 C -19.890 -9.844 53.899  C5 1.586, O9 1.404, H51 1.184, H57 1.264
81 H -12.253 -6.150 57.860  C68 1.255
82 H -11.387 -5.720 53.950  C18 0.932
83 H -15.958 -6.035 54.829  C66 1.127
84 H -16.257 -8.968 53.716  N53 1.160
85 H -17.037 -10.730 52.703  N8 0.956
86 H -14.343 -11.999 53.604  C88 1.161
87 H -18.661 -9.126 52.376  C5 1.089
88 C -13.733 -11.535 54.476  O31 1.380, C47 1.526, H50 1.107, H86 1.161

Which charges does Mulliken predict for the atoms? In e, they are: 0.22 0.66 0.23 0.36 1.55 0.42 0.36 -0.63 -0.36 -2.20 0.49 -0.01 -0.25 0.52 -0.47 0.26 0.46 -1.13 0.68 0.40 0.62 0.31 0.24 0.33 1.25 0.73 0.12 0.54 0.23 0.34 -0.38 0.61 0.21 0.39 -0.85 -0.30 0.68 -0.09 0.24 0.29 -0.04 0.29 -0.39 0.48 0.29 0.28 0.63 -0.35 -0.43 -0.63 0.24 -1.10 -0.45 -1.90 0.27 0.51 -0.02 -1.05 -0.88 0.45 -0.11 0.28 -1.44 -0.74 -0.54 0.45 -0.73 -1.39 -0.56 -0.01 0.39 0.34 0.32 -0.44 0.06 0.05 0.44 -0.60 0.34 -0.22 0.19 0.57 0.01 -0.48 0.34 0.23 -0.89 0.87

Density functional theory data (ωB97M-V/def2-TZVPD) for 6 unconnected molecules or ions with the total composition C20H57N5O6 in a non-equilibrium geometry.

Output
SMILES: COC[C@H](C)N.COC[C@H](C)N.COC[C@H](C)N.COC[C@H](C)N.COC[C@H](C)N.O
HOMO in eV: -8.9
Multiplicity: 1
E_LUMO in eV: 0.64
Relative energy (zero: lowest compared OMol25 entry of this formula, charge and spin) in kJ/mol: 188.5
Charge: 0

Bonds (Å) are listed after each position.
CARTESIAN COORDINATES (ANGSTROEM)
1 H 2.128 -5.554 -2.420  C41 1.113
2 H -2.144 -2.278 0.191  C77 1.075
3 H -0.595 -4.075 2.078  C20 1.121
4 H -0.737 -0.441 2.858  N46 1.009
5 H 2.288 3.160 1.302  C78 1.141
6 H -1.372 -2.006 -3.431  C48 1.114
7 C -0.028 -4.601 -0.923  H15 1.128, C28 1.486, H32 1.066, H64 1.140
8 C 3.239 -7.489 -0.551  H10 1.105, H21 1.089, H60 1.088, O74 1.400
9 H -0.428 3.107 -3.229  C33 1.106
10 H 3.610 -7.885 -1.513  C8 1.105
11 H 1.724 -4.137 0.242  C28 1.097
12 C -3.271 0.641 -2.974  H40 1.131, H57 1.122, O85 1.377, C87 1.559
13 C 1.882 -3.096 3.113  H27 1.069, H37 1.095, H51 1.075, O86 1.450
14 H -2.924 0.106 -0.430  C49 1.080
15 H -0.742 -3.795 -0.588  C7 1.128
16 H -0.023 4.867 -0.408  N83 1.045
17 H -0.937 -0.616 -1.312  O81 0.987
18 H 2.971 2.068 2.616  C78 1.081
19 H 1.288 -2.316 -0.895  N23 1.060
20 C -0.369 -2.983 2.190  H3 1.121, H31 1.099, C47 1.515, O86 1.426
21 H 4.025 -7.085 0.085  C8 1.089
22 H -2.359 2.316 -1.696  C87 1.100
23 N 1.873 -3.041 -1.400  H19 1.060, C28 1.456, H30 1.038
24 H -1.095 1.497 1.557  N59 1.016
25 H -1.325 -0.360 1.383  N46 1.038
26 H 1.478 2.866 -0.901  C36 1.082
27 H 2.394 -2.791 4.000  C13 1.069
28 C 1.419 -4.288 -0.801  C7 1.486, H11 1.097, N23 1.456, C41 1.529
29 C 0.348 3.838 5.480  H52 1.067, H63 1.102, O73 1.408, H80 1.038
30 H 1.609 -3.096 -2.403  N23 1.038
31 H 0.231 -2.650 1.332  C20 1.099
32 H -0.357 -5.556 -0.582  C7 1.066
33 C 0.421 2.569 -2.767  H9 1.106, C36 1.521, H44 1.137, H58 1.066
34 H -0.850 3.051 3.375  C88 1.063
35 H 3.089 6.764 -2.008  C42 1.063
36 C 0.918 3.443 -1.626  H26 1.082, C33 1.521, C45 1.525, N83 1.437
37 H 2.261 -2.558 2.238  C13 1.095
38 H 0.426 3.968 2.765  C88 1.096
39 H -3.518 -1.920 1.256  C77 1.102
40 H -3.315 1.159 -3.979  C12 1.131
41 C 2.312 -5.409 -1.332  H1 1.113, C28 1.529, H70 1.096, O74 1.439
42 C 3.139 6.251 -1.079  H35 1.063, H62 1.133, H72 1.105, O84 1.387
43 H 2.600 1.366 1.116  C78 1.099
44 H 1.238 2.398 -3.539  C33 1.137
45 C 1.928 4.478 -2.110  C36 1.525, H76 1.095, H79 1.090, O84 1.467
46 N -1.553 -0.717 2.331  H4 1.009, H25 1.038, C47 1.483
47 C -1.661 -2.195 2.271  C20 1.515, N46 1.483, H71 1.129, C77 1.534
48 C -2.190 -1.324 -3.757  H6 1.114, H61 1.128, H82 1.118, O85 1.462
49 C -3.544 0.984 -0.535  H14 1.080, H69 1.120, H75 1.075, C87 1.504
50 N -4.313 2.702 -2.242  H56 0.991, H67 1.007, C87 1.514
51 H 1.915 -4.161 2.965  C13 1.075
52 H 0.359 4.847 5.132  C29 1.067
53 H -0.193 2.402 0.630  N59 1.029
54 C 0.816 1.930 2.330  H55 1.084, N59 1.479, C78 1.540, C88 1.531
55 H 0.811 1.092 3.017  C54 1.084
56 H -4.720 3.194 -1.484  N50 0.991
57 H -4.182 -0.007 -3.067  C12 1.122
58 H 0.120 1.588 -2.476  C33 1.066
59 N -0.131 1.582 1.249  H24 1.016, H53 1.029, C54 1.479
60 H 2.863 -8.286 0.088  C8 1.088
61 H -3.157 -1.878 -3.584  C48 1.128
62 H 4.136 5.737 -0.920  C42 1.133
63 H -0.668 3.508 5.747  C29 1.102
64 H -0.258 -4.658 -2.037  C7 1.140
65 H -0.933 4.075 -1.552  N83 0.975
66 H -2.903 -3.606 1.046  C77 1.108
67 H -4.042 3.273 -3.026  N50 1.007
68 H -0.157 0.090 -0.129  O81 0.978
69 H -3.241 1.680 0.289  C49 1.120
70 H 3.350 -5.083 -1.201  C41 1.096
71 H -2.180 -2.502 3.225  C47 1.129
72 H 3.009 7.035 -0.311  C42 1.105
73 O 0.812 2.904 4.534  C29 1.408, C88 1.440
74 O 2.101 -6.689 -0.710  C8 1.400, C41 1.439
75 H -4.604 0.833 -0.434  C49 1.075
76 H 2.806 3.962 -2.513  C45 1.095
77 C -2.616 -2.538 1.121  H2 1.075, H39 1.102, C47 1.534, H66 1.108
78 C 2.251 2.141 1.813  H5 1.141, H18 1.081, H43 1.099, C54 1.540
79 H 1.508 5.095 -2.904  C45 1.090
80 H 0.979 3.781 6.302  C29 1.038
81 O -0.246 -0.751 -0.620  H17 0.987, H68 0.978
82 H -2.054 -1.033 -4.828  C48 1.118
83 N -0.209 3.968 -0.907  H16 1.045, C36 1.437, H65 0.975
84 O 2.157 5.287 -0.908  C42 1.387, C45 1.467
85 O -2.124 -0.119 -2.933  C12 1.377, C48 1.462
86 O 0.490 -2.733 3.300  C13 1.450, C20 1.426
87 C -3.259 1.697 -1.827  C12 1.559, H22 1.100, C49 1.504, N50 1.514
88 C 0.203 3.003 3.234  H34 1.063, H38 1.096, C54 1.531, O73 1.440

Which charges does Mulliken predict for the atoms? In e, they are: 0.32 -0.10 0.44 0.25 0.14 0.14 -1.04 -0.81 0.32 0.28 -0.24 -0.96 -0.69 0.00 0.06 0.18 0.11 0.45 0.15 0.37 0.35 -0.98 -0.70 0.37 0.00 -0.24 0.28 1.14 -0.82 0.31 -0.52 0.36 -1.26 0.58 0.34 1.28 0.26 0.31 0.37 0.34 -1.05 -0.84 0.34 0.47 -1.15 -0.53 0.46 -0.78 -1.23 -0.75 0.33 0.32 -0.07 0.18 0.20 0.22 0.38 0.09 0.07 0.28 0.37 0.28 0.30 0.34 0.17 0.46 0.22 0.16 0.25 0.46 0.26 0.24 -0.35 -0.30 0.49 0.36 -1.12 -1.40 0.42 0.29 -0.17 0.27 -0.52 -0.25 -0.20 -0.46 2.15 -0.77